(w)
Density functional theory data (the ωB97M-V functional and the def2-TZVPD basis) for 14 unconnected molecules or ions with the total composition C56H98N14.

```
! RIJCOSX wB97M-V def2-TZVPD def2/J DEFGRID3
* xyz 0 1
C -34.215 -32.703 28.545
C -35.118 -33.922 28.385
C -36.596 -33.534 27.990
C -36.844 -32.869 26.691
N -37.017 -32.350 25.688
H -34.393 -32.119 27.642
H -33.154 -32.952 28.568
H -34.506 -32.053 29.369
H -35.038 -34.574 29.255
H -34.613 -34.478 27.594
H -36.814 -32.699 28.655
H -37.170 -34.446 28.152
C -32.787 -26.827 35.196
C -32.182 -27.329 33.819
C -32.993 -28.483 33.310
C -32.939 -29.811 33.844
N -32.776 -30.892 34.252
H -32.259 -25.984 35.640
H -32.775 -27.640 35.922
H -33.840 -26.591 35.041
H -31.135 -27.571 33.997
H -32.152 -26.542 33.064
H -32.790 -28.625 32.249
H -34.047 -28.207 33.340
C -26.831 -25.207 32.070
C -27.650 -26.512 32.382
C -27.025 -27.469 33.407
C -26.321 -26.665 34.487
N -25.783 -26.029 35.300
H -27.288 -24.751 31.191
H -25.818 -25.453 31.752
H -26.981 -24.478 32.867
H -27.613 -27.053 31.436
H -28.630 -26.217 32.755
H -26.175 -27.969 32.942
H -27.657 -28.216 33.888
C -29.858 -33.429 27.410
C -29.632 -32.808 25.975
C -29.101 -33.806 24.970
C -27.763 -34.373 25.165
N -26.724 -34.829 25.405
H -30.567 -32.858 28.010
H -28.910 -33.597 27.919
H -30.283 -34.412 27.207
H -28.999 -31.934 26.127
H -30.603 -32.584 25.533
H -28.998 -33.228 24.051
H -29.864 -34.570 24.822
C -30.415 -36.425 32.496
C -30.543 -35.950 31.049
C -31.624 -34.893 30.790
C -33.008 -35.231 31.353
N -33.994 -35.539 31.882
H -29.721 -35.839 33.098
H -29.973 -37.418 32.407
H -31.408 -36.373 32.942
H -30.727 -36.864 30.485
H -29.585 -35.617 30.650
H -31.684 -34.768 29.709
H -31.431 -33.897 31.190
C -25.253 -32.592 23.755
C -24.826 -31.754 22.491
C -24.336 -30.304 22.680
C -25.018 -29.525 23.703
N -25.648 -28.993 24.524
H -24.498 -32.446 24.528
H -25.246 -33.659 23.534
H -26.132 -32.150 24.225
H -25.678 -31.815 21.813
H -23.976 -32.224 21.997
H -24.293 -29.758 21.738
H -23.301 -30.356 23.018
C -29.997 -23.686 27.373
C -30.122 -23.543 25.828
C -29.024 -24.202 25.069
C -27.688 -23.553 25.228
N -26.634 -23.132 25.370
H -30.582 -22.915 27.874
H -29.027 -23.536 27.847
H -30.322 -24.686 27.659
H -30.168 -22.495 25.533
H -31.003 -23.993 25.369
H -29.228 -24.207 23.998
H -28.921 -25.221 25.439
C -33.577 -27.146 25.358
C -34.823 -27.822 24.837
C -35.062 -29.166 25.715
C -33.953 -30.062 25.691
N -33.060 -30.843 25.666
H -32.681 -27.745 25.203
H -33.675 -27.128 26.443
H -33.477 -26.102 25.060
H -34.829 -28.090 23.780
H -35.635 -27.109 24.978
H -35.796 -29.736 25.145
H -35.432 -28.913 26.708
C -25.745 -29.563 28.956
C -24.694 -28.677 28.280
C -23.589 -29.334 27.515
C -22.539 -29.976 28.277
N -21.731 -30.485 28.906
H -26.359 -29.976 28.156
H -26.400 -28.965 29.589
H -25.404 -30.428 29.525
H -24.350 -28.043 29.097
H -25.201 -27.964 27.630
H -23.176 -28.618 26.804
H -23.967 -30.117 26.858
C -29.813 -28.647 24.653
C -29.002 -27.709 23.678
C -28.851 -28.185 22.178
C -28.704 -29.625 21.931
N -28.545 -30.770 21.755
H -29.621 -28.380 25.693
H -29.575 -29.679 24.396
H -30.877 -28.617 24.419
H -27.973 -27.628 24.029
H -29.385 -26.709 23.472
H -27.985 -27.737 21.689
H -29.693 -27.866 21.564
C -30.365 -28.072 30.083
C -30.860 -28.878 28.874
C -29.999 -29.996 28.132
C -29.465 -30.806 29.179
N -29.104 -31.475 29.994
H -30.272 -28.648 31.004
H -31.140 -27.327 30.266
H -29.449 -27.536 29.835
H -31.106 -28.172 28.081
H -31.782 -29.332 29.238
H -29.238 -29.536 27.501
H -30.685 -30.576 27.514
C -31.841 -23.974 30.795
C -32.615 -22.713 31.058
C -33.623 -22.787 32.216
C -34.366 -24.087 32.412
N -34.919 -25.117 32.460
H -31.096 -23.653 30.067
H -32.562 -24.757 30.560
H -31.337 -24.300 31.705
H -33.099 -22.499 30.105
H -31.947 -21.865 31.210
H -34.453 -22.132 31.951
H -33.265 -22.738 33.245
C -37.885 -26.315 28.889
C -36.484 -26.205 28.289
C -35.415 -26.654 29.246
C -35.427 -28.041 29.552
N -35.380 -29.221 29.809
H -38.211 -27.312 29.182
H -38.632 -25.782 28.300
H -38.014 -25.785 29.833
H -36.157 -25.212 27.978
H -36.456 -26.727 27.332
H -35.416 -26.083 30.175
H -34.408 -26.527 28.849
C -30.148 -30.288 35.857
C -28.762 -30.142 36.504
C -28.720 -29.023 37.589
C -29.144 -27.678 37.160
N -29.459 -26.631 36.784
H -30.397 -29.255 35.613
H -30.862 -30.708 36.564
H -30.201 -30.896 34.954
H -28.102 -29.929 35.663
H -28.489 -31.019 37.091
H -27.669 -28.855 37.823
H -29.009 -29.357 38.585
*
```

As for the gap between HOMO and LUMO: 10.8 eV. The HOMO energy is -11.15 eV. As for the lowest unoccupied orbital energy: -0.33 eV.


(x)
Density functional theory data (the ωB97M-V functional and the def2-TZVPD basis) for 14 unconnected molecules or ions with the total composition C56H98N14.

```
! RIJCOSX wB97M-V def2-TZVPD def2/J DEFGRID3
* xyz 0 1
C -22.606 -9.620 15.867
C -23.054 -9.989 14.427
C -24.325 -10.862 14.479
C -24.269 -12.049 15.353
N -24.180 -12.962 16.029
H -21.785 -8.903 15.837
H -22.289 -10.445 16.506
H -23.416 -9.153 16.430
H -22.229 -10.556 13.994
H -23.228 -9.103 13.818
H -24.490 -11.267 13.479
H -25.161 -10.199 14.703
C -26.958 -10.483 8.143
C -26.249 -10.166 9.463
C -25.279 -11.240 9.879
C -24.203 -11.441 8.895
N -23.333 -11.470 8.132
H -27.142 -11.544 7.968
H -26.307 -10.106 7.355
H -27.934 -9.999 8.176
H -26.893 -10.000 10.327
H -25.693 -9.238 9.318
H -25.772 -12.208 9.973
H -24.837 -10.962 10.837
C -23.730 -1.444 12.675
C -23.488 -2.163 11.355
C -24.768 -2.503 10.612
C -25.795 -1.486 10.495
N -26.676 -0.709 10.433
H -22.757 -1.033 12.943
H -24.070 -2.119 13.461
H -24.471 -0.651 12.575
H -22.940 -3.103 11.420
H -22.908 -1.506 10.704
H -25.156 -3.384 11.128
H -24.552 -2.903 9.621
C -18.021 -9.232 9.670
C -16.670 -8.513 9.646
C -16.729 -7.137 10.319
C -17.724 -6.207 9.781
N -18.548 -5.469 9.462
H -18.535 -9.083 10.620
H -17.950 -10.285 9.399
H -18.672 -8.803 8.904
H -16.292 -8.456 8.625
H -16.036 -9.238 10.157
H -15.761 -6.654 10.184
H -16.968 -7.198 11.382
C -28.956 -6.629 11.030
C -27.800 -6.886 10.060
C -26.357 -6.756 10.595
C -26.035 -7.586 11.748
N -25.762 -8.306 12.617
H -29.849 -6.819 10.436
H -28.944 -5.580 11.328
H -28.933 -7.284 11.901
H -27.915 -6.158 9.256
H -27.909 -7.896 9.662
H -26.107 -5.733 10.876
H -25.727 -7.049 9.755
C -17.847 -10.235 16.520
C -18.963 -9.763 15.593
C -18.681 -9.829 14.072
C -17.456 -9.089 13.710
N -16.474 -8.551 13.450
H -17.721 -11.287 16.259
H -18.137 -10.076 17.558
H -16.887 -9.733 16.397
H -19.281 -8.744 15.821
H -19.830 -10.376 15.842
H -19.513 -9.403 13.512
H -18.527 -10.872 13.799
C -18.986 -15.356 10.979
C -20.422 -14.928 10.578
C -20.425 -13.516 10.015
C -19.999 -12.432 10.900
N -19.659 -11.587 11.608
H -18.967 -16.367 11.383
H -18.501 -14.644 11.648
H -18.285 -15.368 10.143
H -21.147 -14.951 11.391
H -20.799 -15.622 9.827
H -21.404 -13.291 9.590
H -19.726 -13.414 9.183
C -24.252 -7.059 6.980
C -25.572 -7.001 6.191
C -26.016 -5.544 5.909
C -26.257 -4.784 7.126
N -26.450 -4.177 8.069
H -23.979 -8.041 7.367
H -24.397 -6.373 7.816
H -23.356 -6.806 6.413
H -26.312 -7.626 6.692
H -25.422 -7.488 5.227
H -26.864 -5.576 5.225
H -25.300 -4.969 5.318
C -16.890 -7.019 4.982
C -16.893 -6.219 6.287
C -18.134 -5.329 6.420
C -19.385 -6.140 6.535
N -20.378 -6.727 6.578
H -17.696 -7.731 4.804
H -15.967 -7.576 4.816
H -16.889 -6.231 4.227
H -16.024 -5.562 6.276
H -16.797 -6.910 7.126
H -18.273 -4.686 5.550
H -18.010 -4.670 7.280
C -22.316 -9.455 11.055
C -21.762 -8.991 9.699
C -21.141 -7.585 9.787
C -22.173 -6.559 10.244
N -22.952 -5.803 10.584
H -21.482 -9.370 11.754
H -22.663 -10.488 11.025
H -23.155 -8.849 11.402
H -22.554 -9.032 8.950
H -20.990 -9.691 9.378
H -20.733 -7.395 8.795
H -20.364 -7.641 10.548
C -19.609 -10.078 6.560
C -20.161 -11.464 6.828
C -19.195 -12.563 6.314
C -19.686 -13.922 6.634
N -20.026 -14.977 6.906
H -20.337 -9.356 6.932
H -19.572 -9.838 5.497
H -18.647 -9.843 7.017
H -21.155 -11.666 6.432
H -20.229 -11.666 7.898
H -18.208 -12.421 6.758
H -18.998 -12.495 5.243
C -22.392 -4.226 15.501
C -23.211 -4.855 14.368
C -22.927 -6.334 14.038
C -21.528 -6.673 13.760
N -20.413 -6.924 13.595
H -21.306 -4.289 15.448
H -22.651 -4.807 16.390
H -22.675 -3.197 15.720
H -23.021 -4.316 13.437
H -24.275 -4.707 14.548
H -23.602 -6.704 13.268
H -23.148 -6.861 14.969
C -22.266 -16.909 13.659
C -23.454 -16.596 12.765
C -24.185 -15.299 13.065
C -23.448 -14.114 12.601
N -22.931 -13.139 12.241
H -22.559 -16.988 14.707
H -21.476 -16.157 13.622
H -21.779 -17.858 13.431
H -24.155 -17.419 12.907
H -23.178 -16.605 11.710
H -24.334 -15.206 14.141
H -25.141 -15.257 12.542
C -22.902 -2.840 6.531
C -22.358 -3.915 7.472
C -21.155 -3.357 8.311
C -20.124 -2.692 7.499
N -19.300 -2.129 6.924
H -22.186 -2.571 5.754
H -23.187 -1.965 7.116
H -23.783 -3.185 5.990
H -21.982 -4.774 6.915
H -23.062 -4.249 8.234
H -20.749 -4.131 8.963
H -21.562 -2.681 9.065
*
```

As for the gap between HOMO and LUMO: 11.3 eV. The HOMO energy is -10.99 eV. As for the lowest unoccupied orbital energy: 0.32 eV.


Of them, (x) has the highest stability.


(w)
Density functional theory data (the ωB97M-V functional and the def2-TZVPD basis) for a single C2H4S3 molecule.

```
! RIJCOSX wB97M-V def2-TZVPD def2/J DEFGRID3
* xyz 0 1
S -0.721 2.085 0.389
C -0.107 0.585 -0.460
S 1.595 0.265 -0.769
C 0.452 -0.494 0.481
S -0.048 -2.196 0.332
H -0.020 2.984 -0.554
H -0.889 0.420 -1.233
H 0.823 -0.207 1.504
H 1.118 -2.456 -0.211
*
```

As for the gap between HOMO and LUMO: 9.7 eV. The HOMO energy is -9.34 eV. The SMILES is S[C@H]1S[C@@H]1S. As for the lowest unoccupied orbital energy: 0.38 eV.


(x)
Density functional theory data (the ωB97M-V functional and the def2-TZVPD basis) for a single C2H4S3 molecule.

```
! RIJCOSX wB97M-V def2-TZVPD def2/J DEFGRID3
* xyz 0 1
S 1.853 0.533 0.006
C 0.121 0.070 -0.058
S -0.637 -0.291 1.696
C -0.878 0.584 -1.038
S -0.403 -1.099 -1.283
H 2.102 -0.707 0.449
H 0.110 -1.352 2.214
H -1.700 0.911 -0.336
H -0.567 1.350 -1.649
*
```

As for the gap between HOMO and LUMO: 9.3 eV. The HOMO energy is -8.79 eV. The SMILES is SC1(S)CS1. As for the lowest unoccupied orbital energy: 0.54 eV.


(y)
Density functional theory data (the ωB97M-V functional and the def2-TZVPD basis) for a single C2H4S3 molecule.

```
! RIJCOSX wB97M-V def2-TZVPD def2/J DEFGRID3
* xyz 0 1
C 0.905 0.741 -0.038
C -0.299 -0.162 0.017
S 0.230 -1.902 0.322
S -1.815 0.261 -1.031
S -1.582 0.580 0.985
H 1.682 0.454 -0.771
H 1.189 0.623 1.001
H 0.491 1.744 -0.094
H -0.800 -2.338 -0.391
*
```

As for the gap between HOMO and LUMO: 8.4 eV. The HOMO energy is -8.40 eV. The SMILES is CC1(S)SS1. As for the lowest unoccupied orbital energy: 0.00 eV.


Of them, (y) has the highest stability.


(w)
Density functional theory data (the ωB97M-V functional and the def2-TZVPD basis) for a molecular structure, C28H20BrCrN5O5S.

```
! RIJCOSX wB97M-V def2-TZVPD def2/J DEFGRID3
* xyz 0 5
Cr -1.232 -1.568 -1.756
C 3.743 4.988 1.614
O 3.222 4.943 2.925
C 2.633 3.790 3.331
C 2.431 2.676 2.519
C 1.790 1.558 3.017
C 1.312 1.530 4.347
C 1.563 2.652 5.167
C 2.202 3.755 4.663
N 0.611 0.494 4.868
N 0.244 -0.531 4.189
C -0.576 -0.539 3.140
C -1.337 0.596 2.756
C -1.950 0.687 1.523
C -1.837 -0.356 0.598
O -2.252 -0.303 -0.641
C -1.178 -1.554 1.013
N -1.058 -2.490 0.034
C -0.412 -3.611 0.318
C 0.163 -3.855 1.562
C 0.109 -2.884 2.539
C -0.578 -1.695 2.279
H 4.227 5.956 1.516
H 2.949 4.902 0.865
H 4.479 4.196 1.449
H 2.764 2.666 1.490
H 1.645 0.697 2.380
H 1.217 2.636 6.192
H 2.390 4.623 5.282
H -1.380 1.433 3.440
H -2.460 1.593 1.223
H -0.315 -4.327 -0.491
H 0.681 -4.787 1.734
H 0.617 -3.007 3.487
Br -5.373 -5.510 -1.520
C -4.796 -3.831 -2.170
C -5.651 -3.010 -2.884
C -5.139 -1.786 -3.291
C -3.835 -1.451 -2.990
N -3.008 -2.262 -2.314
C -3.497 -3.441 -1.916
H -6.662 -3.311 -3.117
H -5.756 -1.091 -3.840
H -3.416 -0.508 -3.304
H -2.828 -4.092 -1.371
O -1.174 -1.005 -3.867
C -0.006 -1.006 -3.410
N 0.501 -2.131 -2.796
S 1.612 -1.505 -1.773
O 0.819 -0.849 -0.729
O 2.632 -2.405 -1.347
C 2.085 -0.101 -2.764
C 3.105 0.819 -2.686
C 2.978 1.982 -3.439
C 1.836 2.223 -4.197
C 0.801 1.299 -4.245
C 0.944 0.126 -3.525
H 3.981 0.642 -2.077
H 3.771 2.717 -3.422
H 1.747 3.146 -4.755
H -0.094 1.474 -4.826
*
```

As for the gap between HOMO and LUMO (alpha / beta): 6.1 / 6.4 eV. The HOMO energy (alpha / beta) is -6.27 / -7.09 eV. As for the expectation value of S²: 6.168. As for the lowest unoccupied orbital energy (alpha / beta): -0.12 / -0.68 eV.


(x)
Density functional theory data (the ωB97M-V functional and the def2-TZVPD basis) for a molecular structure, C28H20BrCrN5O5S.

```
! RIJCOSX wB97M-V def2-TZVPD def2/J DEFGRID3
* xyz 0 5
Cr -0.989 0.879 0.542
C 5.824 -7.031 2.883
O 6.320 -6.287 3.971
C 5.680 -5.142 4.334
C 4.432 -4.740 3.858
C 3.889 -3.540 4.255
C 4.595 -2.678 5.130
C 5.822 -3.135 5.662
C 6.346 -4.336 5.269
N 4.166 -1.463 5.492
N 3.096 -0.879 5.155
C 2.651 -0.495 3.978
C 3.384 -0.665 2.766
C 2.831 -0.441 1.534
C 1.504 0.035 1.418
O 0.856 0.218 0.315
C 0.819 0.358 2.618
N -0.409 0.902 2.410
C -1.153 1.164 3.477
C -0.733 0.910 4.775
C 0.531 0.385 4.999
C 1.342 0.098 3.903
H 6.567 -7.805 2.693
H 5.711 -6.408 1.988
H 4.867 -7.512 3.113
H 3.875 -5.366 3.178
H 2.921 -3.240 3.880
H 6.338 -2.512 6.376
H 7.292 -4.682 5.652
H 4.396 -1.036 2.858
H 3.396 -0.638 0.634
H -2.126 1.591 3.270
H -1.391 1.128 5.601
H 0.897 0.196 5.995
Br -1.077 6.466 1.422
C -0.722 4.998 0.287
C -0.518 5.196 -1.072
C -0.183 4.078 -1.827
C -0.125 2.843 -1.219
N -0.421 2.653 0.074
C -0.664 3.730 0.828
H -0.602 6.176 -1.512
H 0.008 4.177 -2.883
H 0.142 1.948 -1.762
H -0.828 3.557 1.885
O -1.607 -1.176 0.370
C -2.493 -0.507 -0.188
N -2.197 0.474 -1.090
S -3.342 1.579 -0.767
O -2.980 2.056 0.577
O -3.533 2.579 -1.767
C -4.662 0.428 -0.419
C -6.032 0.484 -0.337
C -6.694 -0.621 0.192
C -5.982 -1.713 0.674
C -4.598 -1.747 0.628
C -3.940 -0.670 0.048
H -6.565 1.358 -0.673
H -7.772 -0.621 0.244
H -6.515 -2.546 1.103
H -4.028 -2.579 1.014
*
```

As for the gap between HOMO and LUMO (alpha / beta): 5.8 / 5.9 eV. The HOMO energy (alpha / beta) is -6.01 / -6.48 eV. As for the expectation value of S²: 6.183. As for the lowest unoccupied orbital energy (alpha / beta): -0.23 / -0.57 eV.


Of them, (w) has the highest stability.


(w)
Density functional theory data (the ωB97M-V functional and the def2-TZVPD basis) for a molecular structure, C3H2.

```
! RIJCOSX wB97M-V def2-TZVPD def2/J DEFGRID3
* xyz 0 1
C -1.287 -0.024 0.151
C -2.374 -0.674 -0.069
C -0.404 0.884 -0.087
H 2.402 -0.242 0.085
H 1.663 0.056 -0.080
*
```

As for the gap between HOMO and LUMO: 9.7 eV. The HOMO energy is -11.96 eV. As for the lowest unoccupied orbital energy: -2.22 eV.


(x)
Density functional theory data (the ωB97M-V functional and the def2-TZVPD basis) for 2 unconnected molecules or ions with the total composition C3H2.

```
! RIJCOSX wB97M-V def2-TZVPD def2/J DEFGRID3
* xyz 0 1
C -0.131 0.807 0.468
C -0.863 1.075 1.508
C 0.235 0.032 -0.503
H 0.309 -1.644 0.032
H 0.449 -0.271 -1.505
*
```

As for the gap between HOMO and LUMO (alpha / beta): 7.6 / 7.6 eV. The HOMO energy (alpha / beta) is -9.48 / -9.48 eV. As for the lowest unoccupied orbital energy (alpha / beta): -1.86 / -1.86 eV.


Of them, (x) has the highest stability.